Entry from OMol25: C68H80ClGeN3O8STi as an isolated structure (ωB97M-V/def2-TZVPD).

Gap between HOMO and LUMO (spin up / spin down), eV: 7.068 / 6.614
Calculated total energy, eV: -195656.0930
HOMO level (spin up / spin down), eV: -4.9 / -4.9

Structure (ORCA input):
```
! RIJCOSX wB97M-V def2-TZVPD def2/J DEFGRID3
* xyz -1 2
Ti 0.090 -0.075 0.134
C 0.535 3.286 2.433
O 0.104 2.552 1.303
C -0.836 3.227 0.541
C -2.167 3.286 0.957
C -2.781 2.232 1.850
C -2.064 1.645 3.040
C -2.497 2.027 4.302
C -2.071 1.412 5.471
C -1.180 0.350 5.333
C -0.719 -0.062 4.101
C 0.239 -1.221 3.977
C 1.623 -0.630 3.887
C 2.212 -0.109 5.030
C 3.417 0.583 4.999
C 3.987 0.815 3.751
C 3.435 0.292 2.584
C 4.073 0.586 1.253
C 3.591 1.910 0.722
C 4.328 3.058 0.931
C 3.936 4.308 0.445
C 2.761 4.349 -0.295
C 1.999 3.227 -0.538
C 0.769 3.349 -1.385
C -0.473 3.813 -0.673
C -1.356 4.685 -1.293
C -2.600 4.973 -0.746
C -3.008 4.200 0.337
C -3.533 6.038 -1.300
C -2.932 6.782 -2.494
C -4.852 5.397 -1.752
C -3.810 7.061 -0.188
C 2.362 1.957 0.001
O 1.622 0.915 -0.171
C 4.773 5.549 0.710
C 4.816 5.804 2.223
C 4.196 6.795 0.027
C 6.194 5.332 0.171
C 2.277 -0.479 2.656
O 1.795 -1.126 1.523
C 1.973 -2.541 1.569
C 4.074 0.998 6.308
C 4.401 -0.284 7.090
C 3.117 1.863 7.137
C 5.377 1.780 6.111
C -1.115 0.597 2.908
O -0.617 0.216 1.760
C -2.595 1.785 6.850
C -1.433 2.195 7.765
C -3.323 0.577 7.456
C -3.589 2.947 6.795
H -0.256 3.943 2.807
H 1.418 3.887 2.181
H 0.801 2.575 3.215
H -2.991 1.392 1.171
H -3.745 2.610 2.202
H -3.217 2.831 4.346
H -0.854 -0.198 6.206
H -0.031 -1.784 3.079
H 0.159 -1.865 4.857
H 1.704 -0.263 5.971
H 4.896 1.387 3.665
H 3.790 -0.184 0.534
H 5.157 0.610 1.367
H 5.255 2.969 1.480
H 2.412 5.280 -0.715
H 0.524 2.346 -1.756
H 0.964 3.999 -2.243
H -1.052 5.132 -2.226
H -4.021 4.290 0.703
H -2.765 6.102 -3.324
H -1.994 7.261 -2.228
H -3.622 7.555 -2.823
H -4.654 4.578 -2.438
H -5.472 6.135 -2.257
H -5.411 5.010 -0.906
H -2.883 7.526 0.139
H -4.276 6.590 0.673
H -4.476 7.838 -0.557
H 3.805 5.918 2.609
H 5.376 6.710 2.447
H 5.284 4.973 2.744
H 3.201 7.023 0.403
H 4.144 6.656 -1.051
H 4.837 7.653 0.226
H 6.683 4.501 0.670
H 6.799 6.226 0.321
H 6.156 5.115 -0.894
H 2.900 -2.822 1.055
H 1.121 -2.992 1.058
H 2.028 -2.902 2.599
H 3.494 -0.832 7.328
H 4.913 -0.044 8.020
H 5.041 -0.932 6.497
H 2.205 1.324 7.370
H 2.849 2.764 6.591
H 3.593 2.150 8.074
H 6.112 1.183 5.578
H 5.794 2.036 7.084
H 5.204 2.705 5.566
H -0.712 1.391 7.878
H -1.812 2.455 8.751
H -0.916 3.059 7.354
H -2.657 -0.271 7.581
H -4.139 0.271 6.808
H -3.729 0.840 8.431
H -3.126 3.838 6.379
H -3.931 3.179 7.800
H -4.454 2.683 6.194
O -2.571 -2.055 1.591
Cl -2.476 -1.063 0.478
O -3.349 -1.483 -0.670
O -0.977 0.752 -1.070
O -0.383 -1.659 -0.167
C 5.894 -3.138 -0.161
C 5.484 -2.077 -1.193
C 4.031 -2.149 -1.486
N 3.171 -1.142 -1.347
N 1.929 -1.462 -1.511
C 1.713 -2.705 -1.914
N 0.557 -3.383 -1.757
S 3.278 -3.595 -2.202
H 6.952 -3.056 0.087
H 5.704 -4.131 -0.566
H 5.315 -3.024 0.754
H 6.071 -2.233 -2.106
H 5.703 -1.075 -0.820
H -0.096 -2.785 -1.174
H 0.182 -3.891 -2.548
C -6.263 1.310 -2.945
C -5.529 1.804 -1.880
C -4.181 1.511 -1.774
C -3.552 0.710 -2.714
C -4.295 0.222 -3.779
C -5.641 0.520 -3.899
Ge -1.592 0.333 -2.603
C -1.317 -1.439 -3.527
C -0.422 -1.582 -4.581
C -0.344 -2.766 -5.295
C -1.174 -3.827 -4.975
C -2.081 -3.693 -3.935
C -2.152 -2.508 -3.222
C -0.814 1.706 -3.866
C -1.627 2.711 -4.376
C -1.129 3.674 -5.235
C 0.205 3.648 -5.610
C 1.035 2.663 -5.097
C 0.531 1.715 -4.225
H -7.318 1.537 -3.031
H -6.004 2.419 -1.128
H -3.589 1.912 -0.964
H -3.800 -0.390 -4.522
H -6.203 0.132 -4.737
H 0.209 -0.752 -4.864
H 0.361 -2.859 -6.111
H -1.122 -4.748 -5.540
H -2.740 -4.514 -3.685
H -2.859 -2.394 -2.415
H -2.672 2.720 -4.099
H -1.784 4.444 -5.623
H 0.596 4.395 -6.289
H 2.080 2.637 -5.381
H 1.190 0.966 -3.800
*
```

Entry from OMol25: a 8-piece molecular cluster, C69H126N8O9 overall (ωB97M-V/def2-TZVPD).

Gap between HOMO and LUMO, eV: 7.134
Calculated total energy, eV: -103930.6573
HOMO level, eV: -8.0

Structure (ORCA input):
```
! RIJCOSX wB97M-V def2-TZVPD def2/J DEFGRID3
* xyz 0 1
C -1.221 11.258 -24.971
C -2.175 10.746 -25.877
C -3.545 10.924 -25.775
C -4.010 11.586 -24.564
C -3.032 12.062 -23.577
C -1.667 11.869 -23.836
C -3.393 12.826 -22.371
O -2.599 13.137 -21.544
C -4.858 13.205 -22.124
C -5.195 14.099 -21.039
C -6.554 14.467 -20.967
C -7.465 13.943 -21.839
C -7.106 13.141 -22.886
C -5.790 12.717 -23.115
C -5.478 11.847 -24.316
O -6.372 11.469 -25.038
H -0.152 11.246 -25.120
H -1.761 10.399 -26.812
H -4.204 10.648 -26.585
H -0.895 12.257 -23.189
H -4.438 14.383 -20.323
H -6.864 14.936 -20.045
H -8.515 14.053 -21.611
H -7.894 12.799 -23.539
C 3.126 8.246 -21.416
O 2.154 8.717 -21.886
N 4.069 8.859 -20.791
N 3.276 6.925 -21.406
H 4.008 9.866 -20.731
H 4.934 8.353 -20.668
H 2.419 6.521 -21.757
H 3.929 6.467 -20.787
C 4.537 14.623 -17.909
C 4.405 13.288 -17.037
C 5.685 12.499 -17.392
C 5.795 11.147 -16.627
C 5.611 11.232 -15.108
C 4.489 12.342 -14.603
N 4.441 13.559 -15.557
O 3.437 14.468 -15.195
C 3.087 11.761 -14.282
C 4.971 12.619 -13.130
C 3.133 12.608 -17.498
H 5.458 15.170 -17.710
H 3.787 15.408 -17.818
H 4.723 14.368 -18.952
H 5.674 12.240 -18.451
H 6.530 13.175 -17.262
H 6.807 10.747 -16.685
H 5.105 10.361 -16.935
H 6.586 11.112 -14.634
H 5.033 10.349 -14.834
H 2.437 11.507 -15.119
H 3.282 10.776 -13.857
H 2.395 12.299 -13.634
H 4.317 13.358 -12.668
H 5.177 11.702 -12.577
H 5.866 13.240 -13.180
H 2.329 13.006 -16.878
H 3.269 11.531 -17.406
H 2.786 12.777 -18.517
H 3.956 15.172 -14.799
C 5.652 15.768 -25.721
C 5.410 15.092 -24.324
C 5.435 13.557 -24.382
C 6.839 13.034 -24.745
C 7.944 13.513 -23.719
C 7.788 15.123 -23.493
N 6.421 15.533 -23.323
O 6.292 16.859 -22.957
C 8.520 15.451 -22.138
C 8.603 15.881 -24.608
C 3.991 15.516 -23.916
H 4.750 15.613 -26.313
H 6.457 15.220 -26.211
H 5.824 16.840 -25.631
H 5.268 13.237 -23.353
H 4.699 13.133 -25.065
H 7.122 13.324 -25.756
H 6.829 11.953 -24.603
H 8.904 13.253 -24.166
H 7.747 13.059 -22.748
H 9.428 14.866 -21.984
H 8.800 16.504 -22.131
H 7.919 15.354 -21.234
H 9.675 15.861 -24.414
H 8.387 15.377 -25.550
H 8.406 16.948 -24.717
H 3.135 15.680 -24.571
H 4.004 16.579 -23.676
H 3.641 14.901 -23.087
H 6.641 16.884 -22.063
C 10.309 3.978 -20.612
C 10.387 5.053 -19.484
C 11.873 5.187 -19.091
C 12.710 6.035 -20.105
C 11.977 7.369 -20.433
C 10.436 7.306 -20.722
N 9.735 6.358 -19.823
O 8.356 6.309 -19.980
C 9.768 8.676 -20.304
C 10.139 6.951 -22.179
C 9.815 4.575 -18.155
H 11.074 4.120 -21.375
H 9.355 4.028 -21.138
H 10.293 2.957 -20.232
H 11.998 5.656 -18.115
H 12.251 4.179 -18.916
H 12.949 5.378 -20.942
H 13.686 6.147 -19.633
H 12.466 7.796 -21.308
H 12.015 8.037 -19.572
H 9.779 8.705 -19.214
H 10.355 9.525 -20.655
H 8.742 8.804 -20.647
H 10.172 5.891 -22.431
H 9.167 7.281 -22.547
H 10.933 7.316 -22.831
H 10.385 3.722 -17.786
H 8.763 4.318 -18.029
H 10.002 5.339 -17.401
H 8.116 6.569 -19.087
C 0.288 4.739 -17.190
C 1.378 4.915 -16.055
C 0.423 4.650 -14.738
C 1.225 4.295 -13.456
C 2.346 3.263 -13.738
C 3.246 3.665 -14.978
N 2.387 3.932 -16.143
O 3.152 4.066 -17.284
C 4.335 4.728 -14.619
C 3.876 2.343 -15.251
C 1.974 6.393 -15.968
H -0.429 5.530 -16.970
H -0.325 3.846 -17.065
H 0.748 4.930 -18.159
H -0.090 5.544 -14.383
H -0.273 3.841 -14.957
H 0.642 3.703 -12.751
H 1.614 5.177 -12.948
H 1.957 2.247 -13.677
H 2.978 3.388 -12.859
H 5.112 4.401 -13.928
H 4.864 5.160 -15.469
H 3.690 5.493 -14.186
H 4.381 2.057 -14.328
H 3.218 1.562 -15.633
H 4.596 2.402 -16.067
H 1.326 7.120 -16.458
H 2.786 6.386 -16.694
H 2.324 6.671 -14.973
H 2.927 3.341 -17.872
C 3.502 -1.595 -22.116
C 4.929 -1.033 -22.435
C 5.801 -1.461 -21.195
C 7.279 -1.431 -21.414
C 7.619 -2.384 -22.583
C 6.940 -2.192 -23.908
N 5.456 -1.728 -23.661
O 4.690 -1.684 -24.836
C 7.730 -1.112 -24.672
C 6.819 -3.574 -24.509
C 4.798 0.439 -22.680
H 2.833 -1.412 -22.956
H 3.115 -1.115 -21.217
H 3.576 -2.681 -22.050
H 5.515 -0.959 -20.271
H 5.505 -2.487 -20.976
H 7.931 -1.735 -20.595
H 7.562 -0.394 -21.598
H 7.571 -3.398 -22.186
H 8.595 -1.933 -22.761
H 7.647 -0.109 -24.253
H 8.806 -1.284 -24.698
H 7.597 -1.193 -25.750
H 7.763 -4.030 -24.808
H 6.149 -4.253 -23.982
H 6.227 -3.622 -25.424
H 4.276 1.046 -21.941
H 4.251 0.628 -23.604
H 5.773 0.919 -22.595
H 4.286 -2.554 -24.865
C -2.649 4.669 -24.756
C -1.928 3.222 -24.666
C -1.787 2.770 -23.190
C -2.953 2.034 -22.578
C -3.519 1.107 -23.643
C -3.753 1.574 -25.120
N -2.546 2.228 -25.575
O -2.621 2.541 -27.021
C -4.078 0.368 -26.083
C -4.947 2.574 -25.058
C -0.488 3.584 -25.136
H -3.015 4.920 -25.751
H -2.072 5.563 -24.515
H -3.462 4.836 -24.050
H -1.032 2.008 -22.994
H -1.522 3.622 -22.564
H -3.739 2.732 -22.292
H -2.784 1.414 -21.697
H -4.335 0.565 -23.166
H -2.748 0.355 -23.813
H -4.833 -0.359 -25.782
H -4.367 0.740 -27.066
H -3.215 -0.268 -26.276
H -4.908 3.290 -25.878
H -5.876 2.024 -25.205
H -4.957 3.011 -24.059
H -0.032 4.342 -24.499
H -0.521 3.900 -26.179
H 0.248 2.786 -25.046
H -2.088 1.799 -27.316
*
```